[1]
{
  "formula": "C14H36O8",
  "method": "wB97M-V/def2-TZVPD",
  "homo_energy_ev": -10.05,
  "energy_ev": -31473.231,
  "smiles": "CCCOC(=O)OOCC.CCO.CCO.CCO.CCO",
  "multiplicity": 1,
  "symbols": ["C", "C", "C", "O", "C", "O", "O", "O", "C", "C", "H", "H", "H", "H", "H", "H", "H", "H", "H", "H", "H", "H", "C", "C", "O", "H", "H", "H", "H", "H", "H", "C", "C", "O", "H", "H", "H", "H", "H", "H", "C", "C", "O", "H", "H", "H", "H", "H", "H", "C", "C", "O", "H", "H", "H", "H", "H", "H"],
  "xyz": [[2.200060, -2.469588, -0.204336], [2.237765, -0.829294, -0.242776], [0.889877, -0.155782, -0.968860], [0.256747, 0.680396, 0.030059], [-1.176565, 0.498747, 0.195387], [-1.772049, 1.298528, 1.126350], [-2.082163, -0.422118, -0.500226], [-3.269159, 0.160248, -0.405831], [-4.239322, -0.722162, 0.262288], [-5.467492, -1.226967, -0.746601], [1.060773, -2.794017, -0.157078], [2.677907, -2.815303, 0.815281], [2.786901, -2.985330, -1.094045], [2.302188, -0.368240, 0.854802], [3.240180, -0.491111, -0.779409], [1.338542, 0.550084, -1.819724], [0.237341, -0.949128, -1.513153], [-3.676941, -1.687739, 0.635995], [-4.774699, -0.250488, 1.194453], [-6.526062, -0.799394, -0.414720], [-5.241841, -0.939464, -1.864097], [-5.585570, -2.409449, -0.734223], [5.850444, 1.409802, -1.246466], [6.719009, 0.674284, -2.245956], [5.925067, 0.205329, -3.325795], [5.063204, 0.752143, -0.863497], [6.446867, 1.773969, -0.405206], [5.351371, 2.261630, -1.719873], [7.198355, -0.188698, -1.774496], [7.500717, 1.329015, -2.643160], [5.510408, 0.979974, -3.742923], [-6.433290, -1.760282, 3.796671], [-7.511718, -0.960767, 3.095142], [-7.404958, -1.131302, 1.689498], [-5.440045, -1.441758, 3.463606], [-6.498951, -1.635960, 4.881240], [-6.522989, -2.825000, 3.557654], [-7.405090, 0.104741, 3.318991], [-8.508183, -1.282251, 3.413285], [-7.509333, -2.079650, 1.500411], [3.772524, 4.947524, -4.391761], [4.701863, 4.635720, -3.236997], [5.804130, 3.866897, -3.695514], [3.408029, 4.023574, -4.852614], [2.914868, 5.536131, -4.054087], [4.298634, 5.506658, -5.172388], [4.178320, 4.058162, -2.469459], [5.080749, 5.554560, -2.779082], [6.267232, 4.391950, -4.370694], [-1.231678, -1.787562, 4.150346], [-0.363112, -2.523080, 3.150856], [-1.157055, -2.992035, 2.071017], [-2.018918, -2.445220, 4.533315], [-0.635254, -1.423395, 4.991606], [-1.730750, -0.935733, 3.676939], [0.116234, -3.386062, 3.622316], [0.418595, -1.868349, 2.753652], [-1.571713, -2.217389, 1.653889]],
  "forces_ev_per_angstrom": [[-0.38, 0.25, 0.87], [0.24, 0.04, 0.06], [3.24, -0.44, -1.68], [-4.90, -2.19, -0.96], [-2.37, 5.43, 6.19], [4.39, -5.10, -5.91], [5.98, 0.21, 0.45], [-4.84, 0.47, 0.40], [-1.41, -2.12, 0.58], [-0.23, -0.26, -0.36], [2.45, 0.40, -0.26], [-0.84, 0.54, -2.13], [-1.44, 1.21, 1.84], [-0.31, -1.11, -2.36], [-2.31, -0.59, 0.95], [-1.30, -1.30, 1.83], [0.84, 1.44, 1.44], [-0.94, 2.04, -0.77], [1.50, -0.36, -1.87], [2.58, -0.71, -0.76], [-0.38, -0.42, 2.27], [0.46, 2.47, 0.11], [-0.08, 0.07, 0.24], [-0.24, 0.31, -0.08], [-0.22, -0.02, -0.33], [0.20, 0.01, 0.01], [-0.10, 0.03, -0.03], [0.22, -0.06, 0.05], [-0.12, 0.00, -0.21], [0.09, 0.03, 0.19], [0.29, -0.30, 0.21], [0.15, 0.00, 0.17], [0.05, -0.32, 0.09], [-0.10, -0.19, -0.26], [-0.13, 0.04, 0.08], [0.05, -0.08, -0.08], [-0.07, 0.05, 0.10], [-0.05, -0.12, -0.23], [0.01, 0.10, 0.19], [0.06, 0.50, 0.07], [-0.24, 0.01, -0.06], [-0.02, 0.23, -0.32], [0.41, -0.14, -0.18], [0.01, 0.10, 0.14], [0.06, -0.02, -0.10], [-0.06, 0.06, 0.11], [0.21, -0.01, -0.09], [-0.18, 0.03, 0.11], [-0.22, -0.33, 0.36], [-0.07, 0.06, 0.22], [-0.22, 0.29, 0.03], [-0.17, 0.01, -0.45], [0.18, 0.00, -0.02], [-0.10, 0.03, -0.05], [0.15, 0.03, 0.03], [-0.11, 0.01, -0.24], [0.14, 0.03, 0.16], [0.20, -0.37, 0.21]],
  "nbo_charge": [-0.646, -0.437, -0.106, -0.478, 0.920, -0.599, -0.250, -0.230, -0.115, -0.670, 0.219, 0.220, 0.225, 0.225, 0.217, 0.194, 0.213, 0.193, 0.216, 0.247, 0.226, 0.209, -0.629, -0.059, -0.728, 0.201, 0.210, 0.204, 0.173, 0.161, 0.469, -0.633, -0.062, -0.728, 0.212, 0.215, 0.198, 0.181, 0.158, 0.464, -0.633, -0.063, -0.733, 0.212, 0.216, 0.198, 0.177, 0.160, 0.467, -0.636, -0.060, -0.724, 0.209, 0.212, 0.210, 0.177, 0.156, 0.461]
}


[2]
{
  "formula": "C14H37BNO12YZr",
  "method": "wB97M-V/def2-TZVPD",
  "homo_energy_ev": 2.78,
  "energy_ev": -44140.150,
  "charge": -4,
  "e_above_lowest_kcal_mol": 655.6,
  "multiplicity": 1,
  "symbols": ["Zr", "Y", "B", "H", "H", "H", "H", "O", "C", "C", "O", "H", "H", "H", "H", "O", "C", "C", "O", "H", "H", "H", "H", "O", "C", "C", "O", "H", "H", "H", "H", "O", "C", "C", "O", "H", "H", "H", "H", "O", "C", "C", "O", "H", "H", "H", "H", "C", "C", "C", "O", "C", "N", "H", "H", "H", "H", "H", "H", "H", "H", "H", "H", "H", "O", "H", "H"],
  "xyz": [[-1.228525, -0.734545, 3.450054], [1.276504, -2.761920, -2.657740], [-0.350886, -1.002886, 0.303328], [-0.019418, -0.819597, -0.707013], [0.044625, -0.249432, 0.966744], [-1.424600, -1.014576, 0.409352], [0.002740, -1.947658, 0.686205], [-5.408171, 1.841093, -1.030351], [-5.413983, 2.453101, 0.203929], [-5.269109, 1.630867, 1.591568], [-3.984168, 1.338244, 2.165819], [-6.306498, 3.058622, 0.361548], [-4.585941, 3.160928, 0.241674], [-5.900101, 0.742678, 1.558888], [-5.826359, 2.291002, 2.256249], [1.179049, 0.129359, -4.569584], [0.142301, 0.567409, -5.448544], [-1.391135, 0.668580, -4.985448], [-2.157154, -0.366161, -4.354949], [0.108751, -0.116736, -6.296442], [0.459169, 1.491824, -5.931417], [-2.017217, 0.792357, -5.869073], [-1.537566, 1.556008, -4.369710], [-3.179866, -3.196363, 3.647697], [-4.055910, -3.383260, 4.799443], [-3.675380, -2.706811, 6.217695], [-2.768211, -1.550986, 6.064765], [-4.173666, -4.454612, 4.962018], [-5.070946, -3.071234, 4.553580], [-3.200381, -3.469279, 6.835038], [-4.625647, -2.508412, 6.713404], [0.451039, -5.156290, -4.831556], [-0.515835, -6.217538, -4.604961], [-1.325234, -6.120205, -3.187712], [-1.276127, -5.000354, -2.346235], [0.127305, -7.096892, -4.569896], [-1.199013, -6.305824, -5.449689], [-0.990679, -6.930165, -2.539532], [-2.348420, -6.452913, -3.362367], [1.446325, -1.959884, 4.361379], [2.317414, -1.159548, 5.188846], [2.426164, 0.332882, 4.774745], [1.175195, 0.978305, 4.461714], [3.316507, -1.582169, 5.082496], [1.989514, -1.088394, 6.225916], [3.013560, 0.321776, 3.856626], [3.042190, 0.782888, 5.553267], [5.181398, 4.185717, -0.590397], [3.905059, 3.450157, -1.116240], [2.966839, 4.467992, -1.860738], [2.399779, 5.276439, -0.898077], [1.345848, 4.661221, -0.188842], [4.274370, 2.398391, -1.986331], [5.415781, 5.065566, -1.189582], [6.059055, 3.543374, -0.662542], [5.158278, 4.464677, 0.463049], [3.326566, 2.926135, -0.355440], [2.154171, 4.001926, -2.417936], [3.475786, 5.005271, -2.660985], [1.427020, 4.851976, 0.881263], [1.225307, 3.581110, -0.272015], [0.413265, 5.057345, -0.590696], [3.501783, 2.046407, -2.533426], [4.926494, 2.700209, -2.696069], [3.534794, -1.323067, -0.697919], [3.869752, -0.476742, -0.994188], [4.146446, -1.597386, -0.014659]],
  "forces_ev_per_angstrom": [[0.88, -2.27, 1.67], [-3.96, -0.17, -1.10], [-0.32, -0.77, 0.86], [1.32, 0.89, -4.40], [1.97, 3.46, 2.90], [-4.36, -0.04, 0.04], [1.63, -4.01, 1.42], [-0.40, 0.52, 2.78], [1.00, -0.29, -3.55], [2.41, -1.65, 2.56], [-2.33, 0.77, -1.77], [-0.86, -0.02, 0.29], [0.58, 0.26, 0.47], [0.11, -0.46, -0.61], [0.15, 0.69, 0.31], [-0.90, -0.02, -0.12], [0.91, -2.33, 0.94], [-2.14, -1.34, 1.52], [2.76, 0.72, -0.74], [-0.12, -0.59, -0.36], [-0.31, 0.89, 0.40], [0.55, 0.65, -1.11], [0.48, 0.53, 0.31], [-0.19, 1.04, 1.81], [1.62, 1.03, -1.10], [2.42, 1.37, -2.61], [-1.30, -1.20, -0.24], [0.26, -0.61, 0.23], [-0.35, 0.57, -0.25], [0.48, -0.27, 0.18], [-0.38, 0.68, 0.14], [-0.60, -0.03, 0.65], [2.07, 2.46, 1.52], [0.89, 0.49, 0.96], [1.03, 0.48, -1.39], [-0.35, -0.82, 0.10], [-0.35, 0.23, -0.17], [0.77, -0.89, -0.11], [-0.79, 0.47, -0.54], [-0.33, 1.57, 0.63], [-2.27, -0.08, -1.90], [-2.28, -0.62, -1.83], [0.28, -1.04, 0.60], [0.54, -0.16, 0.40], [-0.14, -0.61, 0.58], [0.50, 0.17, -0.46], [-0.06, 0.74, 0.48], [-0.29, -0.58, 0.12], [-0.32, 1.34, -0.65], [0.05, -1.49, 0.59], [0.19, 1.34, 0.57], [-1.03, 0.04, 0.14], [1.22, -1.60, -1.45], [-0.23, 0.15, -0.01], [-0.08, -0.35, -0.15], [-0.42, 0.18, -0.08], [0.04, 0.69, 0.52], [-0.04, -0.84, 0.03], [0.54, 0.57, 0.40], [0.06, 0.30, -0.09], [0.59, -0.16, -0.35], [-0.23, 0.15, 0.28], [-0.52, -0.16, 0.16], [0.34, 0.18, -0.04], [-0.24, -0.44, -0.61], [-0.05, 0.51, -0.15], [-0.09, -0.19, 0.35]],
  "nbo_charge": [2.048, 1.790, -0.846, -0.033, -0.025, 0.025, -0.007, -0.692, -0.056, -0.088, -0.636, 0.094, 0.131, 0.146, 0.129, -0.910, -0.074, -0.111, -0.670, 0.102, 0.116, 0.126, 0.121, -0.883, -0.071, -0.075, -0.918, 0.102, 0.100, 0.099, 0.099, -0.945, -0.084, -0.074, -0.843, 0.103, 0.110, 0.086, 0.102, -0.914, -0.077, -0.070, -0.945, 0.106, 0.105, 0.098, 0.092, -0.620, -0.080, -0.069, -0.560, -0.272, -0.849, 0.191, 0.202, 0.220, 0.212, 0.180, 0.159, 0.189, 0.203, 0.178, 0.384, 0.333, -0.961, 0.490, 0.486]
}


[3]
{
  "formula": "C14H37IO8P",
  "method": "wB97M-V/def2-TZVPD",
  "homo_energy_ev": -4.74,
  "energy_ev": -48884.184,
  "charge": -1,
  "e_above_lowest_kcal_mol": 4.7,
  "multiplicity": 1,
  "symbols": ["O", "C", "O", "C", "P", "I", "H", "H", "H", "H", "H", "H", "H", "C", "O", "C", "C", "O", "C", "H", "H", "H", "H", "H", "H", "H", "H", "H", "H", "C", "O", "C", "C", "O", "C", "H", "H", "H", "H", "H", "H", "H", "H", "H", "H", "C", "O", "C", "C", "O", "C", "H", "H", "H", "H", "H", "H", "H", "H", "H", "H"],
  "xyz": [[-4.105604, 1.974977, -1.158120], [-4.740890, 1.470179, -2.060779], [-4.271708, 1.593456, -3.330815], [-6.014153, 0.740309, -1.946058], [-7.517428, 1.858039, -2.533498], [-8.692202, -0.272479, -3.650141], [-4.940643, 1.241170, -3.919650], [-6.165834, 0.390755, -0.939299], [-5.991910, -0.089840, -2.634958], [-6.792704, 2.096887, -3.772500], [-8.623256, 2.635433, -3.030396], [-8.242511, 1.521846, -1.334604], [-6.948154, 3.019007, -1.880873], [0.694969, -1.183687, 0.231929], [-0.378314, -1.131365, -0.683852], [-1.272750, -0.050579, -0.420231], [-1.017664, 1.135874, -1.313839], [0.277749, 1.698680, -1.078319], [1.234332, 1.288361, -2.029797], [1.454011, -1.854369, -0.171330], [1.145306, -0.199947, 0.384117], [0.353407, -1.577121, 1.198108], [-1.199445, 0.248091, 0.630441], [-2.288521, -0.410284, -0.598275], [-1.761326, 1.900110, -1.103858], [-1.120904, 0.848226, -2.363416], [1.085395, 1.817457, -2.979037], [1.190101, 0.210602, -2.209072], [2.222546, 1.537839, -1.641322], [-0.426073, 2.322996, 6.532883], [-1.012735, 2.694411, 5.302945], [-0.069555, 2.874615, 4.257035], [0.008436, 1.672801, 3.345308], [0.504345, 0.526053, 4.021827], [-0.513254, -0.377345, 4.410851], [-1.225192, 1.975790, 7.186142], [0.301885, 1.517981, 6.407386], [0.064653, 3.183120, 7.003880], [0.919094, 3.096854, 4.670834], [-0.393833, 3.739029, 3.670861], [0.702662, 1.894047, 2.529540], [-0.971001, 1.465763, 2.905850], [-0.883467, -0.938436, 3.545860], [-1.350082, 0.137635, 4.888225], [-0.076880, -1.077312, 5.122337], [7.382364, -2.774471, -1.799696], [6.550496, -3.892967, -2.040538], [5.587173, -4.110229, -1.021926], [4.225691, -3.575510, -1.402355], [4.228029, -2.164602, -1.529137], [4.293644, -1.717918, -2.871519], [7.905093, -2.548728, -2.727664], [6.804139, -1.898463, -1.498289], [8.122918, -3.003012, -1.024705], [5.917089, -3.659581, -0.081171], [5.511836, -5.191525, -0.870898], [3.515937, -3.830138, -0.609070], [3.879454, -4.044631, -2.327763], [3.321876, -1.837956, -3.361884], [5.055326, -2.256387, -3.440518], [4.548034, -0.659513, -2.855182]],
  "forces_ev_per_angstrom": [[-0.13, -0.17, -0.21], [0.21, 0.31, 0.52], [0.33, 0.22, 0.17], [0.18, 0.02, -0.38], [0.63, 1.86, 1.13], [-0.49, -0.89, -0.56], [-0.27, -0.11, -0.36], [-0.17, -0.01, 0.39], [-0.15, -0.41, -0.12], [-0.15, -0.27, -0.08], [-0.05, -0.23, -0.07], [-0.02, -0.26, -0.20], [0.08, -0.09, -0.18], [-0.01, -0.09, 0.03], [0.04, 0.12, 0.02], [-0.10, -0.22, -0.11], [0.16, 0.21, 0.11], [-0.01, -0.14, -0.02], [0.02, 0.05, 0.01], [-0.03, -0.02, -0.03], [0.01, 0.00, 0.03], [0.06, 0.06, 0.04], [0.01, 0.01, 0.02], [-0.01, 0.02, 0.01], [-0.09, 0.05, -0.02], [0.00, -0.01, -0.03], [0.01, -0.06, -0.03], [0.01, 0.00, -0.02], [-0.01, 0.04, 0.01], [-0.03, 0.02, 0.00], [0.04, -0.08, 0.01], [-0.16, 0.12, 0.00], [0.22, -0.09, -0.10], [-0.07, 0.02, 0.11], [0.04, -0.02, -0.04], [-0.03, 0.03, 0.00], [0.02, 0.00, 0.00], [0.04, -0.03, 0.01], [0.04, -0.01, 0.01], [0.02, 0.00, -0.01], [-0.05, 0.02, -0.04], [-0.04, 0.02, 0.01], [-0.05, 0.01, 0.01], [-0.01, 0.00, -0.01], [0.03, -0.01, -0.02], [0.02, -0.02, -0.01], [-0.03, 0.07, -0.01], [0.08, -0.16, -0.10], [-0.14, 0.13, 0.15], [0.14, 0.00, -0.05], [-0.09, 0.02, 0.01], [0.02, -0.04, -0.01], [0.00, 0.01, 0.02], [-0.01, 0.04, 0.02], [-0.01, 0.03, 0.02], [-0.01, 0.01, 0.02], [-0.01, -0.04, -0.02], [0.01, -0.02, -0.03], [0.02, -0.01, -0.05], [0.00, -0.01, 0.00], [-0.04, 0.02, 0.04]],
  "nbo_charge": [-0.642, 0.787, -0.698, -0.838, 0.514, -0.605, 0.488, 0.232, 0.231, -0.152, -0.101, -0.110, -0.101, -0.253, -0.558, -0.088, -0.107, -0.559, -0.251, 0.185, 0.179, 0.158, 0.163, 0.201, 0.233, 0.175, 0.163, 0.177, 0.178, -0.253, -0.550, -0.088, -0.095, -0.556, -0.254, 0.187, 0.178, 0.162, 0.167, 0.190, 0.193, 0.182, 0.170, 0.180, 0.183, -0.254, -0.552, -0.088, -0.088, -0.551, -0.255, 0.188, 0.182, 0.164, 0.172, 0.183, 0.186, 0.175, 0.174, 0.176, 0.190]
}